Record 1
DFT (ωB97M-V with the def2-TZVPD basis set) results for a cluster of 2 separate species, C23H26Cl2O4 in total.

XYZ file:
```
55
C23H26Cl2O4 ωB97M-V with the def2-TZVPD basis set
C 3.7597 2.5553 -2.5515
C 3.3011 1.1602 -2.2382
O 1.9329 1.0740 -2.6391
C 1.4664 -0.1823 -2.5161
C 0.0486 -0.3243 -2.7473
C -0.5822 -1.6799 -2.6103
C -0.7339 -2.0666 -1.1321
C 0.2189 -2.7553 -3.3448
C -0.7365 0.8700 -2.9877
O -0.3669 1.9977 -3.2940
O -2.0541 0.5738 -2.8059
C -2.9295 1.7253 -2.7482
C -2.7482 2.5475 -1.4993
O 2.2248 -1.1063 -2.2018
H 4.7852 2.6791 -2.1992
H 3.7481 2.7425 -3.6286
H 3.1347 3.3129 -2.0728
H 3.9035 0.4267 -2.7899
H 3.3703 0.9556 -1.1600
H -1.5776 -1.5932 -3.0651
H -1.3186 -1.3029 -0.6048
H -1.2390 -3.0368 -1.0415
H 0.2615 -2.1349 -0.6731
H 0.2961 -2.4871 -4.4031
H 1.2212 -2.8016 -2.9083
H -0.2833 -3.7245 -3.2561
H -2.7395 2.3567 -3.6255
H -3.9260 1.2833 -2.8104
H -3.4238 3.4046 -1.5427
H -2.9776 1.9745 -0.5946
H -1.7218 2.9253 -1.4424
Cl 2.0943 -5.5287 4.0121
C 1.2394 -4.1098 3.5930
C -0.0078 -4.2106 2.9497
C -0.6957 -3.0546 2.6156
C -0.1775 -1.7483 2.9014
C -0.9869 -0.6409 2.5246
C -0.8452 0.7578 2.7339
C -1.9141 1.5900 2.2628
C -1.8916 2.9689 2.4036
C -0.7858 3.5826 3.0225
Cl -0.7414 5.2834 3.1831
C 0.2757 2.8034 3.5027
C 0.2436 1.4190 3.3734
C 1.0967 -1.6933 3.5382
C 1.7836 -2.8510 3.8856
H -0.4191 -5.1908 2.7249
H -1.6708 -3.1299 2.1302
H -1.9223 -0.9225 2.0363
H -2.7759 1.1106 1.7924
H -2.7130 3.5822 2.0415
H 1.1198 3.2957 3.9801
H 1.0703 0.8531 3.7808
H 1.5607 -0.7419 3.7611
H 2.7484 -2.7939 4.3848
```

Its HOMO energy is -5.17 eV. For the relative energy (zero: lowest compared OMol25 entry of this formula, charge and spin), the calculation gives 89.2 kcal per mole. As for the net charge: 0. For the lowest unoccupied orbital energy, the calculation gives -3.95 eV.


Record 2
DFT (ωB97M-V with the def2-TZVPD basis set) results for a cluster of 2 separate species, C23H26F2O4 in total.

XYZ file:
```
55
C23H26F2O4 ωB97M-V with the def2-TZVPD basis set
C -4.1326 0.6866 -1.8607
C -3.8897 1.2492 -0.4884
O -3.0661 0.2876 0.2008
C -2.7478 0.6153 1.4679
C -1.7330 -0.2190 2.1015
C -0.5423 0.4927 2.7142
C -0.8217 0.8633 4.1570
C -0.1034 1.7604 1.9664
C -1.5694 -1.5506 1.5474
O -2.2766 -2.1032 0.7190
O -0.5136 -2.1747 2.1565
C 0.1244 -3.2768 1.4544
C -0.7545 -4.4699 1.2192
O -3.2730 1.5707 2.0449
H -4.7943 1.3485 -2.4233
H -3.1980 0.6043 -2.4223
H -4.6023 -0.2990 -1.7994
H -3.3679 2.2165 -0.5538
H -4.8324 1.3794 0.0593
H 0.2724 -0.2438 2.6883
H -0.7959 -0.0343 4.7790
H -0.0606 1.5657 4.5174
H -1.8103 1.3280 4.2206
H 0.2207 1.5241 0.9482
H -0.9317 2.4754 1.9356
H 0.7402 2.2106 2.5058
H 0.5026 -2.9097 0.4928
H 0.9654 -3.5268 2.1050
H -0.1520 -5.2691 0.7767
H -1.1827 -4.8449 2.1526
H -1.5583 -4.2046 0.5270
F -5.5670 2.6599 7.3587
C -5.1021 1.6205 6.5966
C -3.8065 1.1622 6.8217
C -3.3308 0.1499 6.0024
C -4.0743 -0.3417 4.8833
C -3.4403 -1.2124 3.9392
C -4.1400 -2.2291 3.2136
C -3.6012 -3.5425 3.2206
C -4.3046 -4.6182 2.7054
C -5.5712 -4.3770 2.1756
F -6.3198 -5.4490 1.7607
C -6.1153 -3.0980 2.0640
C -5.3586 -2.0226 2.5157
C -5.4403 0.0622 4.8152
C -5.9418 1.0683 5.6338
H -3.1898 1.5866 7.6140
H -2.3527 -0.2931 6.1998
H -2.3695 -1.3777 4.0877
H -2.6307 -3.7009 3.6975
H -3.8872 -5.6244 2.7291
H -7.1036 -2.9481 1.6371
H -5.6841 -0.9967 2.3290
H -6.1047 -0.4145 4.1014
H -6.9695 1.4123 5.5283
```

Its HOMO energy is -7.39 eV. For the relative energy (zero: lowest compared OMol25 entry of this formula, charge and spin), the calculation gives 0.0 kcal per mole. As for the net charge: 0. For the lowest unoccupied orbital energy, the calculation gives -1.83 eV.


Record 3
DFT (ωB97M-V with the def2-TZVPD basis set) results for a cluster of 2 separate species, C23H26F6N2OS2 in total.

XYZ file:
```
60
C23H26F6N2OS2 ωB97M-V with the def2-TZVPD basis set
C 5.7874 2.7809 3.9713
C 5.9294 1.4369 3.2563
C 6.7277 1.6638 1.9939
O 4.5772 0.9555 3.0731
C 4.3699 -0.3118 2.5822
S 2.9133 -0.7026 1.8844
S 5.6872 -1.3333 2.6813
H 6.7817 3.2319 4.0838
H 5.1556 3.4625 3.3816
H 5.3463 2.6506 4.9651
H 6.5115 0.7623 3.9110
H 7.6512 2.1711 2.3020
H 7.0192 0.7505 1.4641
H 6.2041 2.3337 1.2925
C -3.5720 4.0035 1.9668
N -2.1697 3.6685 1.9776
C -1.2438 4.7433 2.2712
C -0.8597 5.4006 0.9726
F -0.0235 6.4631 1.1115
F -0.2384 4.4840 0.1451
F -1.9893 5.8274 0.3065
C -1.6929 2.4238 1.6343
C -0.7530 1.7343 2.4331
C -0.2980 0.4969 2.0393
C -0.6201 -0.0379 0.7466
C -0.1916 -1.3411 0.3747
C -0.7253 -2.1597 -0.6683
C -0.1435 -3.4385 -0.9819
C -0.5391 -4.1756 -2.0783
C -1.5536 -3.6811 -2.9598
N -1.9265 -4.3336 -4.1280
C -1.1819 -4.2480 -5.3628
C -3.0403 -5.2857 -4.1424
C -4.3392 -4.5876 -4.4016
F -5.3799 -5.4334 -4.6298
F -4.6721 -3.8196 -3.3049
F -4.2370 -3.7366 -5.4786
C -2.2101 -2.4837 -2.6016
C -1.8858 -1.8116 -1.4468
C -1.3993 0.7886 -0.1172
C -2.0425 1.9060 0.3687
H -4.1708 3.1066 2.1856
H -3.7454 4.7504 2.7532
H -3.9024 4.4131 0.9975
H -1.7498 5.4768 2.9067
H -0.3383 4.3239 2.7183
H -0.4447 2.1872 3.3799
H 0.3188 -0.0781 2.7305
H 0.5543 -1.8097 1.0113
H 0.6177 -3.8486 -0.3098
H -0.0942 -5.1414 -2.3126
H -0.1498 -3.9271 -5.1603
H -1.1701 -5.2400 -5.8365
H -1.6420 -3.5299 -6.0677
H -2.8688 -6.0135 -4.9477
H -3.1171 -5.7641 -3.1536
H -3.0042 -2.1261 -3.2659
H -2.5565 -1.0300 -1.1169
H -1.5420 0.5383 -1.1652
H -2.7283 2.4939 -0.2355
```

Its HOMO energy is -6.02 eV. As for the net charge: 0. For the lowest unoccupied orbital energy, the calculation gives -2.91 eV.


Record 4
DFT (ωB97M-V with the def2-TZVPD basis set) results for a structure of composition C23H26LiN5S.

XYZ file:
```
56
C23H26LiN5S ωB97M-V with the def2-TZVPD basis set
Li 0.0203 -0.8608 0.2067
C -0.9441 -2.1479 1.7304
C -1.1754 -2.5191 0.3683
C -2.0455 -1.5611 -0.1994
C -2.3004 -0.5398 0.7564
C -1.6685 -0.9408 1.9783
C -1.6669 -0.1000 3.2289
C -3.3015 0.5951 0.6018
C -2.6168 -1.6101 -1.5811
C -0.6826 -3.8747 -0.1369
C -0.1803 -2.9013 2.8046
H -0.7261 -0.1174 3.7994
H -2.4215 -0.4079 3.9386
H -1.8461 0.9521 3.0014
H -4.2603 0.2334 0.9755
H -3.4826 0.7887 -0.4874
H -3.0586 1.5132 1.1799
H -2.4890 -0.6709 -2.1119
H -3.6704 -1.8577 -1.5870
H -2.1894 -2.4127 -2.1843
H -1.0873 -4.7105 0.4431
H 0.4148 -3.9907 -0.1994
H -1.0417 -4.0188 -1.1355
H -0.8948 -3.4818 3.5063
H 0.4155 -2.1883 3.3654
H 0.5282 -3.6813 2.4420
N 3.2503 1.3755 -3.2340
C 3.4024 2.6356 -2.7653
C 2.3720 2.8135 -1.8822
N 1.6246 1.6921 -1.8099
C 2.1597 0.8401 -2.5973
C 1.6403 -0.5236 -2.9210
N 1.4166 -1.4878 -2.0910
C 0.8314 -2.4928 -2.8073
C 0.6587 -2.1160 -4.1282
N 1.1804 -0.8493 -4.1651
H 3.8675 0.9142 -3.8628
H 4.2561 3.2158 -3.1085
H 2.1834 3.6796 -1.2123
H 0.6550 -3.4265 -2.3490
H 0.3255 -2.6631 -4.9598
H 1.2345 -0.2852 -5.0191
S 2.6304 1.5914 3.2516
C 2.0299 0.2347 2.3208
N 1.0740 0.5010 1.4539
C 0.6925 1.8205 1.4870
C -0.2787 2.4602 0.6462
C -0.4922 3.8281 0.8536
C 0.2640 4.5741 1.8008
C 1.2702 3.9499 2.5386
C 1.4611 2.6070 2.4077
H 2.4942 -0.7627 2.4075
H -0.6960 1.8609 -0.1428
H -1.1519 4.4057 0.1534
H 0.1300 5.6094 1.8281
H 1.8848 4.5089 3.2025
```

Its HOMO energy is -6.14 eV. As for the net charge: 0. For the lowest unoccupied orbital energy, the calculation gives 0.25 eV.